(1)
The following is a DFT calculation (ωB97M-V with the def2-TZVPD basis set) of a 3-piece molecular cluster, C6H17ClNO7 overall.

Calculated values
Total energy ... -1280.2298 hartree
Total charge ... -1
Strongest force on any atom ... 0.0468 Eh/bohr
M ... 250.7 g mol⁻¹
LUMO energy ... 3.20 eV
HOMO energy ... -5.64 eV

```
32
Properties=species:S:1:pos:R:3:forces:R:3
Cl 3.158 -0.066 -0.612 0.117 -0.028 -2.027
O 4.180 -0.462 -1.561 -0.054 -0.111 0.787
O 1.973 0.262 -1.396 -0.313 -0.015 0.480
O 2.843 -1.147 0.296 0.090 -0.136 0.178
O 3.586 1.094 0.116 -0.055 0.100 0.489
C -0.545 -2.771 -2.159 0.336 0.323 -0.944
C -0.274 -3.466 -0.825 -0.295 0.997 -1.088
O 0.291 -2.553 0.063 -0.251 0.046 0.996
O 0.637 -2.233 -2.747 -0.138 -0.245 0.092
H -1.273 -1.951 -2.090 -0.080 -0.222 0.517
H -0.953 -3.469 -2.903 0.050 -0.130 0.221
H 0.362 -4.336 -1.005 -0.093 -0.174 0.145
H -1.269 -3.725 -0.454 0.208 -0.423 0.336
H 1.222 -2.364 -0.102 0.175 0.071 -0.255
H 0.812 -1.363 -2.360 0.242 -0.019 0.148
C -1.696 0.334 2.198 0.003 1.228 0.334
C -0.473 0.805 1.434 0.493 -0.799 -1.969
C -0.558 2.220 0.858 0.547 0.327 0.867
O -1.618 2.315 -0.051 -1.306 -0.525 -0.272
C -1.734 3.576 -0.650 2.026 0.587 1.154
N 0.741 0.591 2.196 -0.219 1.201 0.850
H -2.603 0.429 1.603 0.094 -0.392 -0.187
H -1.852 1.032 3.032 0.095 -0.133 0.154
H -1.563 -0.657 2.624 -0.071 -0.166 -0.253
H -0.355 0.251 0.487 -0.543 -0.492 0.187
H 0.372 2.448 0.323 0.184 -0.100 0.138
H -0.656 2.952 1.676 -0.156 0.128 -0.039
H -0.751 3.806 -1.106 -0.453 -0.037 -0.632
H -1.758 4.350 0.140 -0.651 -0.028 -0.124
H -2.565 3.666 -1.336 -0.085 -0.309 -0.036
H 1.592 0.739 1.665 -0.147 -0.315 -0.024
H 0.725 -0.307 2.647 0.251 -0.209 -0.225
```
Positions in Å, forces in eV/Å.

Here are the natural (NBO) charges for atoms 1 to 5, given in e: Cl 2.540; O -0.861; O -0.905; O -0.888; O -0.864



(2)
The following is a DFT calculation (ωB97M-V with the def2-TZVPD basis set) of a 2-piece molecular cluster, C6H17ClSi2 overall.

Calculated values
Total energy ... -1277.9094 hartree
Strongest force on any atom ... 0.0845 Eh/bohr
M ... 180.8 g mol⁻¹
LUMO energy ... -0.24 eV
HOMO energy ... -7.85 eV

```
26
Properties=species:S:1:pos:R:3:forces:R:3
C 0.385 -0.317 3.938 -1.721 0.826 1.957
C -1.998 -0.525 -3.552 -3.991 1.622 0.579
C -1.579 2.326 -1.920 -0.481 -1.842 3.410
C 1.419 -0.044 2.844 -0.152 -0.654 -0.375
C 0.884 -0.410 1.395 -2.107 -0.499 1.618
C 1.827 -0.194 0.273 0.866 -2.770 -0.694
Si -1.447 0.438 -1.954 0.810 -2.392 -0.471
Si 1.413 -1.003 -1.461 -0.314 2.667 0.912
Cl 0.889 -2.944 -1.322 -0.236 -1.036 0.097
H 0.115 -1.331 4.180 0.543 -1.069 -0.734
H 0.795 -0.033 4.966 -0.629 0.347 -1.336
H -0.732 0.065 3.834 2.495 0.173 -0.133
H -1.382 -1.203 -4.018 2.001 -1.195 -0.944
H -2.903 -1.188 -3.267 1.320 1.000 0.044
H -2.498 0.104 -4.363 0.951 -0.399 0.897
H -2.127 2.658 -0.992 0.588 -0.392 -0.904
H -0.693 2.853 -1.994 2.058 0.801 0.138
H -2.110 2.614 -2.727 -2.181 0.905 -2.791
H 2.354 -0.569 3.133 -0.533 -0.218 -0.470
H 1.759 1.004 2.913 -0.544 -0.126 -0.401
H 0.542 -1.497 1.290 0.428 1.204 0.883
H -0.098 0.173 1.341 1.199 -0.555 -0.437
H 2.827 -0.518 0.615 -0.200 -0.375 -0.293
H 2.005 0.782 0.036 0.176 3.078 -0.640
H -2.442 -0.267 -1.009 0.896 0.794 -0.017
H 2.795 -0.975 -2.180 -1.240 0.104 0.106
```
Positions in Å, forces in eV/Å.

Here are the natural (NBO) charges for atoms 1 to 5, given in e: C -0.625; C -1.105; C -1.099; C -0.403; C -0.405



(3)
The following is a DFT calculation (ωB97M-V with the def2-TZVPD basis set) of C6H17GaN as an isolated structure.

Calculated values
Total energy ... -2218.3028 hartree
Total charge ... -1
Strongest force on any atom ... 0.0136 Eh/bohr
M ... 172.9 g mol⁻¹
LUMO energy ... 3.89 eV
HOMO energy ... -4.10 eV

```
25
Properties=species:S:1:pos:R:3:forces:R:3
C 3.425 -1.174 0.205 0.096 -0.016 -0.164
N 2.960 -0.289 -0.848 0.034 0.104 0.133
C 2.364 0.967 -0.342 -0.200 -0.233 0.026
Ga 0.689 0.815 0.848 -0.019 0.186 0.253
C -1.030 0.930 -0.271 0.110 -0.325 0.369
C -1.943 -0.299 -0.146 0.024 0.383 -0.582
C -2.731 -0.248 1.169 0.160 -0.481 0.010
C -2.887 -0.466 -1.366 0.138 -0.057 0.328
H 2.617 -1.424 0.884 -0.211 0.077 0.041
H 4.240 -0.748 0.808 0.070 0.052 0.104
H 3.779 -2.103 -0.243 0.136 -0.118 -0.012
H 3.773 -0.062 -1.414 -0.110 -0.025 -0.097
H 2.045 1.530 -1.219 -0.074 0.155 -0.135
H 3.103 1.600 0.172 0.170 -0.031 0.103
H 0.743 2.073 1.890 0.025 0.049 -0.073
H 0.672 -0.527 1.766 -0.051 -0.081 -0.115
H -1.596 1.805 0.050 -0.072 0.254 -0.063
H -0.747 1.088 -1.310 0.078 0.019 -0.267
H -1.319 -1.190 -0.118 0.170 -0.105 -0.019
H -2.507 -1.127 1.771 -0.049 -0.005 0.212
H -3.801 -0.250 0.982 -0.235 0.104 0.062
H -2.468 0.628 1.753 0.008 0.121 0.100
H -2.995 -1.517 -1.631 -0.179 -0.153 -0.043
H -3.877 -0.066 -1.153 -0.172 0.093 -0.031
H -2.507 0.056 -2.238 0.152 0.036 -0.139
```
Positions in Å, forces in eV/Å.

Here are the natural (NBO) charges for atoms 1 to 5, given in e: C -0.415; N -0.635; C -0.674; Ga 0.837; C -0.864



(4)
The following is a DFT calculation (ωB97M-V with the def2-TZVPD basis set) of a 3-piece molecular cluster, C6H17INO2 overall.

Calculated values
Total energy ... -741.7778 hartree
Total charge ... -1
Strongest force on any atom ... 0.0442 Eh/bohr
M ... 262.1 g mol⁻¹
LUMO energy ... 3.22 eV
HOMO energy ... -3.97 eV

```
27
Properties=species:S:1:pos:R:3:forces:R:3
I 0.921 -0.990 -0.188 0.134 -0.245 -0.118
C 4.965 -4.378 -1.714 -0.871 -0.012 0.187
C 4.531 -2.947 -1.322 -1.072 -1.449 -1.382
O 3.625 -2.529 -2.372 1.161 -0.177 0.147
H 5.342 -4.367 -2.736 0.712 0.026 0.234
H 4.129 -5.073 -1.797 -0.521 0.311 0.177
H 5.582 -4.848 -0.949 0.670 0.226 -0.291
H 5.449 -2.359 -1.314 -0.252 0.522 0.286
H 3.974 -2.971 -0.385 0.374 0.324 0.200
H 2.857 -2.089 -1.999 -0.323 0.307 0.511
C -2.777 0.816 -0.906 -1.637 -1.200 -0.638
C -2.375 2.018 -0.149 0.071 1.235 0.927
C -2.831 1.997 1.281 0.041 -0.960 0.797
O -2.139 2.908 2.080 0.193 1.004 0.800
C -2.600 2.885 3.408 -0.122 -0.023 0.317
N -0.933 2.180 -0.178 0.088 0.009 -0.925
H -3.861 0.718 -0.965 -0.427 0.468 -0.487
H -2.576 -0.165 -0.475 1.021 0.229 0.322
H -2.346 0.860 -1.906 -0.159 -0.185 -0.054
H -2.824 2.918 -0.570 -0.050 0.125 -0.407
H -2.592 1.010 1.677 -0.183 -0.503 0.109
H -3.898 2.173 1.421 -0.418 -0.117 -0.394
H -1.821 3.152 4.122 0.377 -0.123 -0.318
H -3.006 1.914 3.693 0.225 -0.374 -0.032
H -3.410 3.579 3.633 -0.331 0.399 -0.482
H -0.598 1.229 -0.231 0.791 -0.624 0.937
H -0.786 2.362 -1.160 0.508 0.807 -0.424
```
Positions in Å, forces in eV/Å.

Here are the natural (NBO) charges for atoms 1 to 5, given in e: I -0.960; C -0.630; C -0.064; O -0.767; H 0.203



(5)
The following is a DFT calculation (ωB97M-V with the def2-TZVPD basis set) of a 3-piece molecular cluster, C6H17INO3 overall.

Calculated values
Total energy ... -816.8482 hartree
Strongest force on any atom ... 0.0753 Eh/bohr
M ... 278.1 g mol⁻¹
LUMO energy (spin up / spin down) ... 0.74 / -3.91 eV
HOMO energy (spin up / spin down) ... -9.40 / -9.39 eV
<S²> ... 0.75
2S+1 ... 2

```
28
Properties=species:S:1:pos:R:3:forces:R:3
I 0.449 0.512 1.699 -0.271 0.058 -0.324
C -2.077 2.019 -2.116 -0.578 0.499 -0.836
C -1.815 0.554 -2.451 0.193 0.073 -0.010
C -1.952 0.036 -3.918 -0.860 1.175 0.916
O -1.701 -1.302 -3.914 0.552 -2.827 -0.879
C -2.222 -1.968 -5.080 -0.876 0.556 0.923
N -0.492 0.149 -1.959 0.333 -0.022 0.581
H -3.137 2.263 -2.042 -0.242 -0.177 -0.325
H -1.674 2.685 -2.879 0.347 0.236 0.242
H -1.719 2.253 -1.113 0.448 -0.023 -0.162
H -2.640 0.091 -1.909 0.477 -0.972 0.133
H -1.309 0.489 -4.673 0.028 0.790 0.086
H -3.009 0.104 -4.173 -0.289 0.928 -0.407
H -2.227 -3.042 -4.900 0.422 0.168 -0.103
H -1.828 -1.684 -6.057 0.986 -0.022 0.181
H -3.262 -1.663 -5.200 -0.493 -0.094 0.213
H 0.140 0.935 -2.014 0.276 0.422 -1.074
H -0.468 0.136 -0.949 -0.760 -0.706 0.424
C 2.364 -0.163 5.526 -1.218 -0.596 0.734
C 3.788 -0.203 6.008 -0.189 2.296 0.446
O 4.430 -1.216 5.390 1.559 -3.507 -0.506
O 2.355 0.533 4.336 0.641 1.217 -1.547
H 1.562 0.217 6.159 0.447 0.553 0.699
H 2.051 -1.201 5.404 0.185 -0.369 -0.228
H 3.896 -0.214 7.092 -0.076 -0.659 0.010
H 4.398 0.635 5.669 -0.898 1.276 0.367
H 4.308 -1.167 4.439 -0.056 0.236 -0.026
H 1.794 0.211 3.626 -0.087 -0.506 0.470
```
Positions in Å, forces in eV/Å.

Here are the natural (NBO) charges for atoms 1 to 5, given in e: I 0.035; C -0.626; C -0.071; C -0.052; O -0.527